Entry 1:
ORCA calculation (ωB97M-V with the def2-TZVPD basis set) on 3 unconnected molecules or ions with the total composition C3H12O2S2.

CARTESIAN COORDINATES (ANGSTROEM)
C 1.640421 0.082391 0.594267
C 0.191803 0.431008 0.209846
C -0.173518 -0.159314 -1.156735
S -1.765963 0.395926 -1.819113
S -3.100206 -0.130388 -0.307221
H 1.677451 -0.969361 0.901190
H 1.951679 0.627602 1.496486
H 2.307629 0.282633 -0.244590
H -0.485237 -0.008394 0.932527
H -0.001427 1.497590 0.160471
H 0.573753 0.136182 -1.902087
H -0.187548 -1.246313 -1.133644
H -3.499446 -1.223236 -0.945745
O -1.313894 -3.312296 -0.581255
H -2.246426 -3.557199 -0.614530
H -1.148598 -3.114543 0.345384
O 2.166649 3.569030 1.540853
H 1.536092 4.047809 0.988516
H 1.876789 2.650875 1.535378

Cartesian forces (eV/Å) of the 3 atoms listed first:
-0.704 0.026 0.427
0.161 -0.513 -0.557
0.202 -0.129 0.192

Calculated values
- E_HOMO (hartree) = -0.33299
- net charge = 0
- HOMO-LUMO gap (eV) = 9.32
- energy above the lowest of the compared OMol25 structures with the same formula, charge and spin (kcal/mol) = 12.5



Entry 2:
ORCA calculation (ωB97M-V with the def2-TZVPD basis set) on a single C5H8N2 molecule.

CARTESIAN COORDINATES (ANGSTROEM)
C -1.450027 -0.933648 -0.104399
C -1.077900 1.257144 0.866441
C -0.305565 1.954161 0.009320
N 0.852390 1.183563 -0.473309
C 0.838886 -0.009926 0.037295
N 1.863523 -0.915730 -0.095167
C -0.463855 -0.135789 0.794227
H -1.039658 -1.870444 -0.500266
H -2.345714 -1.152616 0.480623
H -1.765542 -0.295759 -0.936118
H -0.376698 2.959278 -0.392891
H 1.624063 1.537060 -1.027362
H 1.874689 -1.636566 0.608838
H 2.100182 -1.268012 -1.009394
H -0.328769 -0.672723 1.742160

Cartesian forces (eV/Å) of the 3 atoms listed first:
-0.054 -0.145 -0.092
0.353 0.085 -0.269
-0.153 0.167 0.082

Calculated values
- E_HOMO (hartree) = -0.25844
- net charge = 0
- HOMO-LUMO gap (eV) = 7.46
- energy above the lowest of the compared OMol25 structures with the same formula, charge and spin (kcal/mol) = 76.4



Entry 3:
ORCA calculation (ωB97M-V with the def2-TZVPD basis set) on a molecular structure, C4H2N4 at a distorted geometry.

CARTESIAN COORDINATES (ANGSTROEM)
C 2.313181 0.367876 -0.614964
C 0.743934 0.336682 -0.282168
C -0.597407 -0.796626 1.149843
C -1.407544 0.350934 -0.639031
H -0.741943 -0.869494 2.478988
H -2.406584 0.701045 -1.228142
N 3.414586 0.154669 -1.005837
N 0.571340 -0.583314 0.728501
N -1.730812 -0.601499 0.249434
N -0.158752 0.939727 -0.836624

Cartesian forces (eV/Å) of the 3 atoms listed first:
0.837 -0.453 -1.565
6.018 -4.469 2.439
-3.375 0.544 1.880

Calculated values
- E_HOMO (hartree) = -0.39750
- net charge = 0
- HOMO-LUMO gap (eV) = 10.05
- energy above the lowest of the compared OMol25 structures with the same formula, charge and spin (kcal/mol) = 63.3



Entry 4:
ORCA calculation (ωB97M-V with the def2-TZVPD basis set) on a molecular structure, BrClHNO2S at a distorted geometry.

CARTESIAN COORDINATES (ANGSTROEM)
N -0.462523 0.230471 0.851021
O 1.390463 0.421390 -0.830427
O -0.806143 -0.203899 -1.564015
S 0.194429 -0.302704 -0.591432
Cl -1.087323 1.844795 0.567426
Br 0.550783 -2.398249 -0.005757
H 0.220315 0.408196 1.573184

Cartesian forces (eV/Å) of the 3 atoms listed first:
-1.123 0.566 0.321
1.120 -0.599 0.121
-1.447 -0.795 -0.933

Calculated values
- E_HOMO (hartree) = -0.39998
- net charge = 0
- HOMO-LUMO gap (eV) = 9.88
- energy above the lowest of the compared OMol25 structures with the same formula, charge and spin (kcal/mol) = 0.0



Entry 5:
ORCA calculation (ωB97M-V with the def2-TZVPD basis set) on a molecular structure, C41H42BBrN6OPS2TeV.

CARTESIAN COORDINATES (ANGSTROEM)
V -1.715194 -0.407534 -0.350634
C -2.530889 0.423237 -5.937947
C -2.054820 0.938885 -4.616420
C -1.500549 2.205840 -4.463655
C -1.070920 2.637701 -3.218249
C -1.209384 1.758443 -2.169104
Br -0.705691 2.233401 -0.407435
N -1.716954 0.538790 -2.279640
C -2.139387 0.143705 -3.481037
H -2.406764 1.171083 -6.718681
H -3.585686 0.150374 -5.892824
H -1.967748 -0.465741 -6.226564
H -1.406278 2.861434 -5.319855
H -0.645592 3.618304 -3.065099
H -2.559969 -0.854640 -3.526260
C -6.485348 -0.990551 0.485262
N -5.727693 -0.188981 1.424275
C -5.979608 -0.070319 2.774231
C -5.047462 0.775209 3.267257
N -4.226131 1.171448 2.235119
B -3.218627 2.348628 2.344732
N -1.900229 1.911837 3.106707
C -1.347410 2.775379 4.024398
C -0.242096 2.202720 4.546582
N -0.112567 0.974271 3.944774
C 0.895627 0.004351 4.318954
C -1.128002 0.820058 3.055299
S -1.304093 -0.630464 2.132571
C -4.654769 0.568842 1.114490
S -3.992113 0.683653 -0.465651
H -7.064682 -1.721133 1.044186
H -5.795416 -1.497674 -0.182567
H -7.154722 -0.359235 -0.097400
H -6.796582 -0.586465 3.245448
H -4.905057 1.148829 4.265583
H -3.708934 3.180893 3.051738
H -2.956739 2.760170 1.259149
H -1.809784 3.723513 4.230663
H 0.453219 2.543078 5.293443
H 1.884212 0.416913 4.126828
H 0.759184 -0.888914 3.718202
H 0.785588 -0.240380 5.374733
O -3.565649 -2.324091 0.769050
N -2.493736 -2.319219 -0.114502
C -2.332548 -3.489711 -0.603956
C -1.277154 -3.974740 -1.482132
C -1.483741 -5.286364 -1.935512
C -0.527925 -5.959577 -2.669795
C 0.682449 -5.340593 -2.937651
C 0.902195 -4.048172 -2.494474
C -0.066715 -3.333370 -1.791452
P 0.369876 -1.629424 -1.285698
C 0.982986 -0.898432 -2.844186
C 1.702671 0.296037 -2.756790
C 2.147511 0.934344 -3.903459
C 1.870344 0.398175 -5.153490
C 1.141491 -0.776097 -5.249754
C 0.692954 -1.418662 -4.104169
C 1.886193 -1.937203 -0.326275
C 3.166296 -1.868639 -0.871752
C 4.274448 -2.119919 -0.077968
C 4.113414 -2.453971 1.259436
C 2.839688 -2.540987 1.802820
C 1.728746 -2.277567 1.015964
H -3.323366 -1.635630 1.422602
H -3.044546 -4.243046 -0.277443
H -2.411993 -5.785054 -1.686877
H -0.716440 -6.969106 -3.008234
H 1.457426 -5.861298 -3.483979
H 1.853840 -3.578220 -2.704415
H 1.935577 0.722468 -1.785377
H 2.718204 1.850100 -3.816408
H 2.227453 0.890796 -6.048598
H 0.926109 -1.203626 -6.221030
H 0.128330 -2.335443 -4.203293
H 3.306878 -1.602429 -1.911513
H 5.265943 -2.056940 -0.507376
H 4.980830 -2.652897 1.875690
H 2.708673 -2.808925 2.843612
H 0.739620 -2.317056 1.455628
C 4.476745 1.216196 1.929764
Te 2.555668 1.249091 0.989604
C 2.544699 3.328830 1.498856
C 3.650655 3.514999 2.502470
C 3.756304 4.700315 3.225367
C 4.779431 4.879915 4.139916
C 5.712164 3.871315 4.339015
C 5.611909 2.690323 3.624107
C 4.582855 2.501656 2.705760
H 5.258154 1.138196 1.174388
H 4.543843 0.347736 2.583909
H 1.578821 3.599144 1.924590
H 2.711951 3.932467 0.607089
H 3.026909 5.486508 3.069026
H 4.849007 5.803709 4.699056
H 6.513467 4.004703 5.053752
H 6.337144 1.900427 3.780483

Cartesian forces (eV/Å) of the 3 atoms listed first:
0.276 0.785 0.484
-0.027 -0.029 -0.081
0.050 0.038 0.141

Calculated values
- <S²> = 3.7685
- E_HOMO (spin up / spin down) (hartree) = -0.35281 / -0.36052
- net charge = +1
- 2S+1 = 4
- HOMO-LUMO gap (spin up / spin down) (eV) = 6.98 / 6.94
- energy above the lowest of the compared OMol25 structures with the same formula, charge and spin (kcal/mol) = 9.5



Entry 6:
ORCA calculation (ωB97M-V with the def2-TZVPD basis set) on a molecular structure, C18H16ClN4O2V at a distorted geometry.

CARTESIAN COORDINATES (ANGSTROEM)
V 0.288291 0.792666 -1.223600
C -0.964240 -0.551629 -4.803472
C -0.491367 -0.758725 -3.399087
O -0.262020 0.264637 -2.639030
C -0.282278 -1.995137 -2.822829
C 0.133355 -2.128952 -1.477616
C 0.265183 -3.466473 -0.833276
N 0.410031 -1.055874 -0.736444
N 0.871211 -1.270451 0.498102
C 1.149561 -0.128605 1.083636
O 0.855016 0.928539 0.400691
C 1.828903 -0.079948 2.366844
C 1.732463 -1.132294 3.282375
C 2.440095 -1.072829 4.466068
C 3.262436 0.013482 4.733992
C 3.390912 1.040208 3.810203
C 2.669307 1.006807 2.634077
H -0.110002 -0.406189 -5.467711
H -1.592436 0.336847 -4.876239
H -1.522150 -1.413813 -5.154113
H -0.445510 -2.881333 -3.414955
H -0.007164 -4.265257 -1.514499
H -0.371986 -3.494799 0.051632
H 1.286809 -3.605967 -0.475882
H 1.088034 -1.967510 3.058449
H 2.362606 -1.874023 5.184415
H 3.814839 0.056965 5.659733
H 4.058000 1.864189 4.007695
H 2.768490 1.792085 1.896418
N 3.246590 0.770300 -2.181511
C 2.163072 0.816317 -1.820601
Cl -3.381440 2.886183 2.805836
C -3.134421 2.455564 1.164327
C -4.195162 2.421331 0.263536
C -3.922938 2.081023 -1.050214
C -2.622021 1.770922 -1.413829
N -1.612005 1.774474 -0.541794
C -1.856898 2.121745 0.715544
H -5.197748 2.654762 0.585917
H -4.710255 2.049297 -1.785889
H -2.385554 1.514139 -2.439384
H -1.017608 2.137323 1.402485

Cartesian forces (eV/Å) of the 3 atoms listed first:
0.816 3.691 1.724
0.193 0.318 0.182
-0.295 -3.425 -0.949

Calculated values
- <S²> = 0.8009
- E_HOMO (spin up / spin down) (hartree) = -0.42219 / -0.42576
- net charge = +1
- 2S+1 = 2
- HOMO-LUMO gap (spin up / spin down) (eV) = 6.53 / 6.85
- energy above the lowest of the compared OMol25 structures with the same formula, charge and spin (kcal/mol) = 29.1



Entry 7:
ORCA calculation (ωB97M-V with the def2-TZVPD basis set) on a single CH3FN2 molecule at a distorted geometry.

CARTESIAN COORDINATES (ANGSTROEM)
F 2.575068 -0.182790 0.147256
N 1.334064 0.073029 -0.502332
C 0.120530 -0.378394 0.036028
N 0.486563 0.993189 0.212018
H 0.244871 -0.894685 0.912751
H -0.579901 -0.623081 -0.626038
H -0.047754 1.738312 -0.180875

Cartesian forces (eV/Å) of the 3 atoms listed first:
-1.376 -0.039 0.836
0.481 2.534 -3.315
2.305 1.607 2.629

Calculated values
- E_HOMO (hartree) = -0.37157
- net charge = 0
- HOMO-LUMO gap (eV) = 11.17
- energy above the lowest of the compared OMol25 structures with the same formula, charge and spin (kcal/mol) = 94.8



Entry 8:
ORCA calculation (ωB97M-V with the def2-TZVPD basis set) on 2 unconnected molecules or ions with the total composition C4H11N4O at a distorted geometry.

CARTESIAN COORDINATES (ANGSTROEM)
C 1.772295 1.737086 0.442411
C -0.754722 -1.335461 1.154665
C -0.813227 0.602745 -2.021959
C -0.136319 -0.136587 -0.810552
N 2.407353 2.292799 -0.572175
N -1.388067 -1.328131 2.362434
N -0.190325 -2.452240 0.619078
N -0.702359 -0.258054 0.395803
O 1.305134 1.792547 1.528039
H -0.998393 -0.146772 -2.742882
H -1.646327 1.259366 -1.848357
H 0.015957 1.324510 -2.254050
H 0.543859 -0.809206 -1.164945
H 2.477939 1.841450 -1.507355
H 2.775855 3.194553 -0.505866
H -1.183142 -1.984794 3.084273
H -1.744940 -0.464223 2.768841
H -0.384368 -3.333755 1.014268
H -0.157826 -2.425813 -0.407614
H -1.198378 0.629979 0.465944

Cartesian forces (eV/Å) of the 3 atoms listed first:
-1.375 -2.491 -1.757
-0.475 -0.635 0.803
2.718 1.038 2.541

Calculated values
- E_HOMO (spin up / spin down) (hartree) = -0.38209 / -0.41250
- net charge = +1
- HOMO-LUMO gap (spin up / spin down) (eV) = 6.58 / 8.35
- energy above the lowest of the compared OMol25 structures with the same formula, charge and spin (kcal/mol) = 65.9